(1)
ORCA calculation (the ωB97M-V functional and the def2-TZVPD basis) on a cluster of 10 separate species, C28H78N2O12 in total in a non-equilibrium geometry.

The structure (SMILES) is COCCNCCOC.COCCNCCOC.CCO.CCO.CCO.CCO.CCO.CCO.CCO.CCO. The HOMO energy comes out at -0.3213 hartree. The gap between HOMO and LUMO comes out at 9.3 eV. Its energy is -2125.70486 hartree.

ORCA input file:
```
! wB97M-V def2-TZVPD RIJCOSX def2/J DEFGRID3
* xyz 0 1
C -1.79 -3.36 -4.51
O -1.97 -2.18 -3.82
C -0.88 -1.62 -3.15
C -1.22 -0.33 -2.40
N 0.05 0.11 -1.69
C -0.21 1.37 -1.09
C 0.62 1.63 0.13
O 0.07 2.68 0.96
C 0.29 4.02 0.53
H -0.78 -3.57 -4.88
H -2.51 -3.40 -5.33
H -2.10 -4.20 -3.89
H -0.01 -1.41 -3.77
H -0.55 -2.32 -2.39
H -2.09 -0.55 -1.78
H -1.49 0.44 -3.13
H 0.78 0.20 -2.39
H -1.24 1.55 -0.77
H -0.11 2.08 -1.91
H 1.68 1.70 -0.09
H 0.45 0.73 0.72
H 0.14 4.15 -0.54
H 1.31 4.28 0.80
H -0.44 4.67 1.00
C -3.32 6.31 1.27
O -3.51 4.93 1.44
C -3.87 4.47 2.70
C -3.92 2.91 2.68
N -2.70 2.27 3.16
C -2.85 0.87 3.13
C -1.79 0.27 4.10
O -2.09 -1.10 4.38
C -1.24 -1.65 5.34
H -2.67 6.79 2.00
H -4.22 6.91 1.11
H -2.76 6.53 0.36
H -4.88 4.81 2.93
H -3.47 4.90 3.63
H -4.26 2.60 1.69
H -4.75 2.52 3.27
H -1.91 2.58 2.61
H -2.70 0.50 2.12
H -3.84 0.68 3.54
H -1.72 0.82 5.04
H -0.83 0.27 3.57
H -1.36 -2.73 5.45
H -1.38 -1.20 6.32
H -0.21 -1.51 5.00
C 5.44 5.04 -1.30
C 4.60 4.74 -0.11
O 5.39 5.00 0.96
H 6.31 4.38 -1.36
H 5.82 6.05 -1.23
H 5.06 4.94 -2.32
H 4.17 3.74 -0.08
H 3.70 5.32 0.06
H 4.89 4.99 1.78
C 0.31 -3.45 1.50
C -0.28 -2.19 0.81
O 0.88 -1.49 0.26
H 0.91 -4.06 0.83
H -0.50 -4.06 1.90
H 0.90 -3.37 2.42
H -0.75 -1.49 1.49
H -1.06 -2.42 0.09
H 0.55 -0.83 -0.35
C 2.56 -5.27 -2.97
C 1.83 -4.51 -1.87
O 2.03 -3.15 -1.94
H 2.07 -5.02 -3.90
H 2.52 -6.35 -2.78
H 3.63 -5.06 -2.88
H 2.10 -4.95 -0.91
H 0.76 -4.66 -2.01
H 1.86 -2.76 -1.08
C 4.14 1.53 -1.94
C 3.80 0.02 -1.69
O 2.89 -0.52 -2.77
H 4.52 2.01 -1.04
H 3.17 2.02 -2.03
H 4.66 1.67 -2.89
H 3.27 -0.02 -0.73
H 4.75 -0.51 -1.68
H 2.69 -1.41 -2.48
C -1.51 -6.98 -0.83
C -0.81 -6.77 -2.19
O -1.45 -7.59 -3.13
H -1.02 -7.84 -0.35
H -2.55 -7.19 -1.06
H -1.17 -6.15 -0.21
H 0.26 -6.96 -2.14
H -0.87 -5.78 -2.65
H -1.29 -7.10 -3.94
C -4.32 -5.25 -7.29
C -3.25 -6.05 -6.53
O -3.72 -6.13 -5.27
H -3.86 -4.85 -8.20
H -4.68 -4.38 -6.74
H -5.16 -5.91 -7.45
H -2.31 -5.50 -6.46
H -3.01 -7.02 -6.97
H -4.28 -6.90 -5.29
C 2.81 1.05 4.80
C 2.08 1.17 3.51
O 1.05 2.20 3.64
H 3.09 2.02 5.21
H 3.71 0.43 4.80
H 2.06 0.60 5.46
H 1.73 0.16 3.32
H 2.87 1.42 2.80
H 0.56 2.40 2.83
C 0.24 5.90 3.67
C 0.14 7.00 4.71
O 1.56 7.51 4.93
H 0.74 5.04 4.13
H 0.78 6.11 2.75
H -0.77 5.55 3.44
H -0.42 6.79 5.62
H -0.49 7.81 4.35
H 1.95 6.88 5.54
*
```

=====

(2)
ORCA calculation (the ωB97M-V functional and the def2-TZVPD basis) on a structure of composition C28H78N6O10 in a non-equilibrium geometry.

The HOMO energy comes out at -0.2972 hartree. The gap between HOMO and LUMO comes out at 8.5 eV. Its energy is -2193.62443 hartree.

ORCA input file:
```
! wB97M-V def2-TZVPD RIJCOSX def2/J DEFGRID3
* xyz 0 1
C 1.37 3.45 -0.86
C 1.95 4.88 -0.48
O 1.72 5.85 -1.50
O 0.03 3.37 -0.53
H 1.91 2.64 -0.37
H 1.50 3.17 -1.90
H 3.03 4.77 -0.43
H 1.60 5.28 0.48
H 2.06 6.67 -1.13
H -0.24 2.48 -0.76
C -1.12 -0.28 0.01
C 0.17 0.59 -0.10
O -0.11 1.62 -1.15
O -1.46 -1.07 -1.12
H -1.99 0.34 0.19
H -1.03 -0.97 0.86
H 0.94 -0.09 -0.47
H 0.59 0.98 0.82
H -0.54 1.18 -1.88
H -2.32 -1.44 -0.94
C 4.24 -2.26 2.90
C 3.54 -2.13 1.52
C 3.76 -0.80 0.80
O 2.72 -0.70 -0.23
C 2.57 0.63 -0.75
N 4.04 -3.24 0.72
H 4.05 -3.26 3.29
H 3.85 -1.51 3.58
H 5.30 -2.00 2.88
H 2.47 -2.32 1.56
H 4.74 -0.73 0.33
H 3.70 0.07 1.46
H 3.54 1.04 -1.02
H 2.17 1.35 -0.03
H 1.95 0.59 -1.65
H 3.61 -3.08 -0.18
H 4.97 -2.91 0.49
C 0.87 -2.88 2.82
C -0.06 -1.96 3.64
C -0.50 -0.67 2.88
O 0.62 0.08 2.25
C 1.59 0.63 3.16
N -1.22 -2.79 4.01
H 0.33 -3.52 2.12
H 1.38 -3.59 3.47
H 1.67 -2.30 2.37
H 0.36 -1.74 4.62
H -1.16 -0.10 3.55
H -1.20 -0.99 2.11
H 1.23 1.46 3.76
H 2.39 0.99 2.50
H 2.02 -0.10 3.85
H -1.76 -2.17 4.60
H -1.82 -3.03 3.23
C -3.13 1.45 -1.65
C -3.23 1.94 -3.08
C -1.93 1.52 -3.86
O -0.73 2.18 -3.35
C -0.68 3.60 -3.25
N -4.35 1.29 -3.74
H -2.71 0.44 -1.67
H -4.10 1.63 -1.19
H -2.38 2.02 -1.10
H -3.27 3.03 -3.05
H -2.14 1.98 -4.83
H -1.79 0.45 -4.01
H -0.86 4.20 -4.15
H 0.34 3.69 -2.89
H -1.40 4.10 -2.61
H -4.12 0.35 -4.04
H -4.47 1.64 -4.68
C -0.26 -6.00 -2.11
C -0.82 -4.98 -1.14
C 0.22 -4.17 -0.35
O 0.97 -3.38 -1.24
C 1.62 -2.24 -0.75
N -1.55 -4.08 -2.05
H 0.46 -6.52 -1.47
H 0.33 -5.53 -2.89
H -0.98 -6.67 -2.57
H -1.40 -5.47 -0.35
H 0.86 -4.77 0.30
H -0.35 -3.45 0.23
H 2.40 -2.46 -0.03
H 0.85 -1.59 -0.32
H 2.19 -1.70 -1.50
H -0.79 -3.46 -2.31
H -1.86 -4.51 -2.91
C -3.92 -3.52 -3.22
C -3.71 -2.20 -2.43
C -3.30 -2.41 -0.88
O -3.15 -1.11 -0.26
C -4.40 -0.61 0.17
N -2.63 -1.52 -3.09
H -3.13 -4.26 -3.09
H -4.00 -3.38 -4.30
H -4.84 -4.01 -2.92
H -4.64 -1.63 -2.36
H -2.27 -2.77 -0.86
H -3.91 -3.04 -0.24
H -4.22 0.19 0.89
H -5.04 -1.37 0.61
H -4.97 -0.12 -0.62
H -1.88 -2.18 -3.22
H -2.26 -0.74 -2.56
C 3.31 4.05 3.48
C 2.53 4.75 2.34
C 1.07 4.30 2.23
O 0.93 2.88 1.98
C -0.39 2.49 2.30
N 2.76 6.21 2.28
H 2.85 4.26 4.45
H 4.34 4.40 3.46
H 3.35 2.97 3.38
H 3.01 4.52 1.38
H 0.60 4.89 1.45
H 0.63 4.63 3.17
H -1.19 3.09 1.87
H -0.60 2.51 3.37
H -0.42 1.44 2.00
H 2.33 6.77 3.00
H 2.18 6.50 1.50
*
```